[1]
The following is a quantum chemistry calculation of C28H39BO7Si2 as an isolated structure, from the Open Molecules 2025 dataset.

```
77
Properties=species:S:1:pos:R:3:forces:R:3
O 1.611 3.773 -2.312 0.066 0.089 0.310
C 1.647 2.368 -2.549 -0.103 0.071 -0.099
C 0.595 1.953 -3.565 0.112 0.073 -0.085
O -0.581 1.608 -2.851 -0.135 0.059 0.183
C -1.638 1.019 -3.563 0.031 -0.079 -0.251
O -2.776 1.821 -3.616 0.047 0.056 0.039
C -2.666 2.956 -4.480 0.008 -0.132 -0.046
Si -3.439 4.496 -3.719 -0.038 0.180 -0.101
O -4.090 4.185 -2.245 -0.071 0.023 -0.209
Si -5.569 3.482 -2.012 0.002 -0.158 0.180
O -2.302 5.679 -3.644 0.190 0.116 0.290
B -1.154 5.611 -2.883 -0.298 -0.131 0.201
O -1.126 4.785 -1.753 0.385 0.336 0.170
O -0.056 6.311 -3.274 0.199 -0.407 -0.436
H 1.136 3.938 -1.487 -0.132 -0.034 -0.288
H 1.459 1.823 -1.621 0.111 -0.078 -0.054
H 2.647 2.122 -2.910 -0.039 0.030 -0.037
H 0.938 1.111 -4.180 -0.007 -0.047 0.148
H 0.431 2.809 -4.231 -0.030 -0.085 -0.007
H -1.293 0.756 -4.576 -0.060 0.005 0.047
H -1.946 0.119 -3.028 -0.002 0.035 -0.006
H -3.173 2.746 -5.433 0.058 -0.089 0.056
H -1.619 3.160 -4.723 -0.038 0.072 0.031
H -4.514 4.994 -4.604 0.048 0.045 0.010
H -5.913 2.643 -3.181 -0.019 0.044 -0.011
H -6.592 4.535 -1.847 0.005 -0.027 0.014
H -5.502 2.634 -0.808 -0.014 0.047 0.014
H -1.696 5.059 -1.025 -0.164 -0.261 -0.328
H 0.765 5.849 -3.046 -0.123 0.210 0.268
C 2.010 -3.410 -1.966 0.043 -0.017 -0.011
C 1.676 -2.064 -1.981 0.005 0.001 0.004
C 0.343 -1.677 -2.010 0.008 0.053 0.017
C -0.656 -2.641 -2.019 -0.018 0.000 -0.048
C -0.323 -3.989 -2.001 0.000 0.001 -0.006
C 1.010 -4.374 -1.977 -0.011 0.010 0.020
H 3.051 -3.709 -1.947 -0.003 -0.009 -0.009
H 2.457 -1.313 -1.969 0.001 0.001 -0.002
H 0.084 -0.624 -2.020 0.004 -0.006 0.019
H -1.697 -2.342 -2.033 -0.002 -0.005 -0.003
H -1.104 -4.739 -2.002 0.000 0.000 -0.014
H 1.271 -5.424 -1.965 0.001 0.000 0.000
C -2.836 -2.760 3.550 0.001 0.002 0.003
C -2.935 -1.384 3.710 -0.022 0.024 -0.005
C -2.432 -0.534 2.735 0.012 -0.007 -0.001
C -1.833 -1.059 1.599 0.006 0.010 -0.020
C -1.736 -2.434 1.437 0.012 -0.013 0.029
C -2.235 -3.285 2.414 -0.005 0.015 0.008
H -3.227 -3.423 4.312 -0.007 0.000 -0.004
H -3.404 -0.972 4.594 -0.003 0.002 -0.002
H -2.507 0.539 2.863 -0.011 0.000 -0.004
H -1.440 -0.397 0.836 0.002 -0.002 -0.001
H -1.266 -2.841 0.552 0.021 -0.011 0.011
H -2.157 -4.358 2.289 0.001 0.001 0.001
C 8.176 -2.856 -1.700 0.002 0.001 -0.002
C 7.301 -1.923 -2.240 -0.002 -0.003 -0.002
C 6.014 -1.805 -1.733 -0.005 -0.003 -0.007
C 5.603 -2.619 -0.686 -0.042 0.010 0.011
C 6.478 -3.552 -0.147 0.006 -0.001 -0.010
C 7.764 -3.671 -0.655 -0.001 -0.006 -0.001
H 9.179 -2.948 -2.095 0.000 0.000 0.001
H 7.623 -1.286 -3.054 -0.002 -0.003 -0.003
H 5.332 -1.078 -2.155 0.003 0.006 0.005
H 4.600 -2.525 -0.289 0.006 0.004 0.011
H 6.156 -4.186 0.670 0.000 0.001 0.001
H 8.446 -4.400 -0.236 0.002 0.003 0.002
C -0.979 0.785 8.950 0.000 0.001 0.002
C -0.553 0.859 7.630 0.000 0.000 -0.003
C -0.937 -0.117 6.721 -0.004 0.008 -0.011
C -1.750 -1.164 7.132 -0.002 -0.047 0.011
C -2.177 -1.239 8.451 0.007 0.027 0.003
C -1.790 -0.264 9.360 -0.006 0.004 -0.001
H -0.679 1.546 9.659 0.000 0.000 0.000
H 0.079 1.678 7.311 0.004 -0.003 0.002
H -0.605 -0.065 5.692 -0.008 0.002 -0.002
H -2.045 -1.924 6.421 0.013 -0.012 0.006
H -2.812 -2.055 8.769 0.008 -0.005 0.002
H -2.121 -0.322 10.389 -0.003 0.003 -0.001
```
Positions in Å, forces in eV/Å.

Computed properties:
Charge = 0
Total energy = -2221.0789 hartree
Orbital gap = 9.72 eV
LUMO level = 0.41 eV


[2]
The following is a quantum chemistry calculation of C28H39CuO7PSiTe as an isolated structure, from the Open Molecules 2025 dataset.

```
78
Properties=species:S:1:pos:R:3:forces:R:3
Cu 0.175 -0.761 -1.067 -0.252 0.023 -0.216
C -2.096 -1.197 2.619 0.039 0.024 -0.045
O -0.760 -0.768 2.526 -0.026 0.049 0.014
C -0.093 -0.778 3.753 -0.009 -0.004 0.026
C 1.312 -0.239 3.549 0.030 0.033 -0.006
O 1.998 -0.756 2.435 0.005 -0.010 0.014
C 2.339 -2.121 2.501 -0.001 -0.015 -0.011
C 1.287 -3.075 1.968 0.004 -0.016 0.009
O 1.135 -2.869 0.589 0.031 -0.092 0.009
C 0.184 -3.740 0.023 -0.012 0.046 -0.004
H -2.681 -0.530 3.268 -0.014 -0.001 -0.020
H -2.156 -2.215 3.030 -0.006 -0.010 -0.004
H -2.499 -1.183 1.609 -0.014 0.027 -0.031
H -0.074 -1.796 4.177 -0.004 0.003 -0.003
H -0.601 -0.136 4.489 0.002 -0.012 0.001
H 1.886 -0.414 4.472 0.001 0.021 0.008
H 1.256 0.835 3.375 -0.017 0.013 -0.010
H 2.584 -2.404 3.536 0.002 -0.013 0.002
H 3.236 -2.239 1.888 -0.007 0.022 0.003
H 0.326 -2.951 2.478 0.015 -0.003 -0.031
H 1.640 -4.103 2.159 0.004 -0.003 0.008
H 0.463 -4.790 0.188 0.001 -0.002 -0.003
H 0.156 -3.535 -1.046 -0.002 0.000 0.000
H -0.813 -3.565 0.446 -0.002 0.005 0.001
O -1.580 -0.265 -0.700 0.169 0.052 0.164
Si -2.152 1.215 -0.840 -0.052 -0.071 0.023
C -4.046 1.197 -0.731 0.004 0.007 0.021
C -4.858 1.236 -1.866 0.004 -0.011 -0.007
C -6.241 1.139 -1.773 0.002 0.001 -0.002
C -6.846 0.999 -0.533 -0.003 -0.001 0.006
C -6.061 0.959 0.611 -0.006 -0.001 -0.002
C -4.680 1.058 0.507 0.005 0.005 -0.011
C -1.701 2.090 -2.454 -0.003 0.003 -0.002
C -0.741 1.578 -3.327 -0.004 0.002 0.003
C -0.356 2.271 -4.468 0.003 0.007 0.005
C -0.941 3.492 -4.767 0.003 0.004 -0.004
C -1.905 4.021 -3.916 0.002 -0.001 0.000
C -2.271 3.328 -2.772 -0.004 -0.009 -0.005
C -1.563 2.385 0.530 -0.015 0.004 0.004
C -0.273 2.254 1.051 0.003 -0.016 0.006
C 0.228 3.166 1.971 0.001 -0.009 0.005
C -0.560 4.223 2.407 0.002 0.004 -0.001
C -1.849 4.365 1.914 0.000 -0.002 0.004
C -2.337 3.457 0.983 0.009 0.006 -0.001
H -4.399 1.346 -2.842 -0.003 0.001 -0.001
H -6.847 1.171 -2.672 0.001 0.000 -0.001
H -7.925 0.924 -0.458 0.000 0.001 0.000
H -6.526 0.853 1.585 0.002 0.000 0.000
H -4.080 1.035 1.411 0.007 -0.009 0.009
H -0.266 0.627 -3.110 0.002 0.001 0.001
H 0.416 1.860 -5.107 -0.005 0.000 -0.003
H -0.641 4.037 -5.654 -0.001 0.001 0.001
H -2.362 4.978 -4.141 0.001 0.000 0.001
H -3.015 3.762 -2.110 0.000 -0.002 -0.001
H 0.350 1.423 0.735 -0.001 -0.005 -0.004
H 1.241 3.058 2.341 0.007 -0.010 0.005
H -0.168 4.935 3.125 -0.001 0.000 0.000
H -2.472 5.186 2.250 0.000 -0.001 0.001
H -3.346 3.586 0.604 0.003 0.004 -0.001
C 4.655 -4.562 -1.820 0.002 0.002 -0.001
C 3.562 -3.536 -1.626 -0.004 -0.004 0.021
O 3.981 -2.326 -2.267 -0.004 -0.017 -0.018
P 3.130 -0.981 -1.990 0.029 0.008 0.110
O 1.668 -1.349 -2.068 0.086 -0.082 0.018
Te 4.005 0.684 -3.383 -0.005 0.047 -0.022
O 3.374 -0.696 -0.420 0.010 0.008 -0.012
C 4.521 -0.026 0.102 0.002 0.009 0.005
C 5.754 -0.907 0.080 0.000 -0.010 -0.009
H 4.367 -5.511 -1.363 -0.002 -0.001 0.000
H 5.585 -4.222 -1.362 -0.001 0.001 0.000
H 4.838 -4.728 -2.882 0.001 -0.001 0.000
H 3.373 -3.347 -0.567 0.000 0.006 0.002
H 2.621 -3.866 -2.071 -0.001 -0.001 -0.011
H 4.245 0.242 1.123 -0.017 -0.005 0.000
H 4.693 0.888 -0.471 -0.004 0.001 -0.007
H 5.569 -1.845 0.609 0.002 -0.005 0.000
H 6.585 -0.394 0.570 -0.003 0.006 0.003
H 6.043 -1.135 -0.946 0.003 -0.004 -0.002
```
Positions in Å, forces in eV/Å.

Computed properties:
Charge = -1
Total energy = -4156.5913 hartree
Orbital gap = 6.97 eV
LUMO level = 2.62 eV
ΔE to the lowest compared entry with this formula, charge and spin = 0.0 kcal per mole


[3]
The following is a quantum chemistry calculation of an isolated ion of composition C28H39N2O3 and charge +1, from the Open Molecules 2025 dataset.

```
72
Properties=species:S:1:pos:R:3:forces:R:3
C -3.784 2.329 -8.601 0.123 -0.209 -0.076
C -2.931 1.081 -8.406 -0.088 0.053 0.237
C -2.024 1.158 -7.178 0.062 0.105 -0.316
C -0.937 2.225 -7.305 0.083 -0.270 0.187
C 0.118 2.147 -6.201 -0.312 0.212 -0.020
C -0.438 2.469 -4.815 0.461 -0.130 -0.113
C 0.667 2.540 -3.763 -0.493 0.058 0.102
C 0.111 2.856 -2.377 0.457 -0.092 -0.083
C 1.220 2.993 -1.336 -0.561 -0.035 0.246
C 0.673 3.319 0.049 0.709 0.481 -0.275
O -0.121 2.223 0.549 -0.437 -0.139 -0.235
C 0.373 1.473 1.495 -0.246 -0.472 0.466
O 1.421 1.598 2.072 0.132 0.068 -0.079
C -0.596 0.318 1.843 0.269 0.484 -0.572
N -0.301 -0.158 3.165 0.404 -0.398 0.325
C 0.843 -0.746 3.554 0.036 -0.104 0.087
C 1.921 -1.238 2.635 0.322 0.214 -0.310
O 2.553 -2.399 3.083 -0.090 -0.314 0.042
C 1.842 -3.590 3.103 -0.004 -0.287 0.083
C 0.489 -3.696 2.827 0.068 0.318 -0.060
C -0.136 -4.932 2.894 -0.009 -0.125 0.023
C 0.588 -6.056 3.238 -0.152 -0.011 -0.027
C 1.941 -5.944 3.512 -0.030 0.170 -0.035
C 2.589 -4.721 3.452 -0.001 0.201 -0.018
C 4.049 -4.586 3.748 0.002 0.050 -0.036
N 0.870 -0.864 4.882 -0.260 0.239 -0.728
C 1.918 -1.419 5.698 0.605 -0.391 0.414
C -0.301 -0.337 5.391 -0.815 0.438 -0.272
C -0.777 -0.224 6.691 0.064 -0.030 -0.086
C -2.006 0.380 6.856 0.085 -0.042 0.022
C -2.741 0.857 5.768 0.004 0.012 -0.101
C -2.279 0.744 4.472 0.073 -0.010 -0.041
C -1.043 0.135 4.296 0.011 -0.114 0.891
H -4.369 2.534 -7.707 -0.089 0.071 0.089
H -4.469 2.190 -9.433 -0.089 0.079 -0.062
H -3.164 3.196 -8.815 0.006 0.149 -0.019
H -2.319 0.918 -9.297 0.013 -0.093 -0.032
H -3.591 0.217 -8.297 0.034 -0.038 -0.082
H -1.545 0.185 -7.036 0.020 -0.042 0.103
H -2.639 1.359 -6.298 -0.033 -0.069 0.096
H -0.438 2.101 -8.269 -0.034 0.065 -0.088
H -1.391 3.217 -7.291 0.014 0.096 -0.082
H 0.916 2.858 -6.432 0.094 -0.030 0.021
H 0.560 1.148 -6.191 0.088 -0.039 -0.014
H -1.162 1.707 -4.522 -0.113 0.013 0.042
H -0.959 3.428 -4.852 -0.109 0.045 0.017
H 1.202 1.587 -3.735 0.100 -0.030 -0.008
H 1.386 3.312 -4.047 0.103 0.003 -0.029
H -0.580 2.067 -2.072 -0.093 0.012 -0.008
H -0.452 3.790 -2.422 -0.103 0.042 0.025
H 1.802 2.069 -1.284 0.117 0.008 0.016
H 1.897 3.798 -1.623 0.087 0.018 0.031
H -0.006 4.173 0.005 0.049 -0.107 0.064
H 1.481 3.516 0.758 -0.207 0.006 -0.066
H -1.626 0.672 1.799 0.101 -0.131 0.017
H -0.470 -0.474 1.098 -0.083 0.067 0.093
H 1.510 -1.370 1.625 0.003 0.057 0.134
H 2.711 -0.478 2.578 -0.275 -0.096 -0.023
H -0.099 -2.832 2.551 -0.057 0.059 -0.053
H -1.190 -5.005 2.674 -0.094 -0.012 -0.022
H 0.104 -7.018 3.289 -0.052 -0.100 0.004
H 2.509 -6.823 3.776 0.094 -0.088 0.027
H 4.542 -4.018 2.961 0.129 0.007 -0.004
H 4.515 -5.563 3.829 0.056 -0.043 0.024
H 4.201 -4.049 4.684 0.104 0.040 0.065
H 2.860 -1.416 5.156 -0.114 0.031 0.092
H 2.017 -0.818 6.601 -0.030 0.022 -0.075
H 1.674 -2.446 5.978 0.012 0.053 -0.047
H -0.218 -0.595 7.534 0.070 -0.044 0.110
H -2.413 0.488 7.849 -0.024 0.001 0.102
H -3.697 1.324 5.946 -0.094 0.043 0.001
H -2.860 1.115 3.644 -0.073 0.045 -0.099
```
Positions in Å, forces in eV/Å.

Computed properties:
Charge = +1
Total energy = -1425.4022 hartree
Orbital gap = 8.54 eV
LUMO level = -2.86 eV
ΔE to the lowest compared entry with this formula, charge and spin = 6.7 kcal per mole
SMILES = CCCCCCCCCCOC(=O)Cn1c(COc2ccccc2C)[n+](C)c2ccccc21


Which of these has the highest total energy? C28H39N2O3